{"formula": "C27H53AsBr3F12N6O10Y", "method": "the ωB97M-V functional and the def2-TZVPD basis", "e_homo_ha": -0.455, "total_charge": 2, "gap_ev": 5.57, "e_lumo_ha": -0.2498, "species": ["Y", "Br", "Br", "Br", "As", "F", "F", "F", "F", "F", "F", "F", "F", "F", "F", "F", "F", "O", "O", "O", "O", "O", "O", "O", "O", "O", "O", "N", "N", "N", "N", "N", "N", "C", "C", "C", "C", "C", "C", "C", "C", "C", "C", "C", "C", "C", "C", "C", "C", "C", "C", "C", "C", "C", "C", "C", "C", "C", "C", "C", "H", "H", "H", "H", "H", "H", "H", "H", "H", "H", "H", "H", "H", "H", "H", "H", "H", "H", "H", "H", "H", "H", "H", "H", "H", "H", "H", "H", "H", "H", "H", "H", "H", "H", "H", "H", "H", "H", "H", "H", "H", "H", "H", "H", "H", "H", "H", "H", "H", "H", "H", "H", "H"], "xyz": [[3.6356, 0.6323, -2.2733], [-1.2847, -5.1279, -3.5367], [-0.0189, -5.5869, -0.5421], [-3.3156, -5.3360, -0.9393], [-0.3038, -0.4562, -1.2315], [-1.6332, 3.5373, 7.2104], [-3.7968, 3.2387, 7.1007], [-2.4077, 1.7079, 6.7205], [0.4055, -1.5751, -0.0517], [-1.1740, -2.8756, 1.4787], [-1.9299, -1.0165, -0.7728], [-0.8717, 0.7308, -2.4248], [1.4504, 0.0860, -1.4828], [-0.1291, -1.8009, -2.3672], [-0.3951, 0.8523, -0.0411], [-2.7597, -4.2812, 2.0235], [-3.1646, -2.1870, 1.7777], [-2.5879, -3.7312, 4.5831], [-5.9939, 1.8762, -1.6688], [-2.8856, 2.1756, 4.2942], [-1.5563, -1.7523, 4.1535], [3.4161, 0.2076, 0.0958], [1.7965, 2.4495, -2.5816], [-2.5074, 4.4671, 4.5512], [2.0420, 0.1888, -4.0676], [3.3926, -1.7081, -2.2522], [3.9525, 2.5563, -0.9338], [-0.1992, 3.2591, -3.0016], [2.3823, -0.8901, 1.7354], [3.2059, 3.7110, 0.8196], [4.1320, -3.8203, -1.6011], [-4.9557, 0.3108, -0.3825], [0.6487, -1.1690, -4.9901], [1.5492, 4.9211, -2.3269], [4.4657, 0.3089, 2.2794], [-6.1913, -0.4125, 0.0363], [-4.9786, 1.3647, -1.2585], [1.8165, 3.4648, 0.9661], [2.2274, -3.7301, -3.0163], [-3.0060, 0.8159, 2.2233], [-2.6455, 3.2953, 5.0208], [-0.4084, -1.6492, -5.8666], [-2.6161, 2.9761, 6.5037], [1.3888, 0.8862, -6.2093], [-3.6424, 1.8512, -1.8520], [1.0727, 3.4670, -2.7024], [4.1457, 3.3370, -0.0042], [5.5642, 3.8364, 0.2896], [5.3223, -3.5007, -0.8649], [-2.9478, 2.2129, 2.8768], [-2.4919, -3.7070, 6.0178], [-1.0720, 4.2434, -3.6405], [-3.1017, -4.9798, 6.4901], [-1.5454, -4.7007, -1.5541], [3.3289, -2.9644, -2.2260], [1.3755, -0.0497, -5.0435], [3.3920, -0.1359, 1.2966], [2.3415, -1.4843, 3.0183], [-2.2612, -3.0572, 2.2440], [-2.0607, -2.7763, 3.7864], [-1.3719, 3.9674, -4.6514], [2.0863, 4.9106, -1.3784], [1.4969, 2.7131, 0.2444], [3.2841, -1.8697, 3.4070], [-3.8728, 0.1871, 2.4261], [-2.1667, 0.1901, 2.5267], [0.8709, -1.7196, -4.1730], [0.8775, 0.5650, -7.1168], [5.5315, -2.4336, -0.7908], [4.9034, 1.2506, 1.9483], [2.2304, 5.3204, -3.0784], [2.6342, -4.2160, -3.9032], [-0.4246, 2.2781, -3.0855], [-7.1664, -0.1031, -0.3400], [1.7728, -0.9215, 3.7585], [-2.0668, 2.7425, 2.5142], [0.8881, 1.8212, -5.9581], [5.5620, 4.6612, 1.0022], [0.7029, 5.5767, -2.1216], [6.1077, -3.8517, -1.5342], [-2.8404, 1.1334, -1.6801], [1.6035, -4.4192, -2.4472], [1.6647, -1.1764, 1.0848], [-3.6808, 2.1564, -2.8977], [-0.2239, -2.6732, -6.1913], [-1.9595, 4.2992, -3.0102], [1.5424, -3.0220, -3.4828], [-4.0549, -0.1087, -0.2017], [-6.2450, -0.2825, 1.1172], [6.1662, 3.0429, 0.7326], [-1.4022, -1.6446, -5.4188], [-2.8733, -5.1351, 7.5445], [-2.7873, -5.8867, 5.9737], [5.4196, -3.9659, 0.1160], [1.6556, -2.3241, 2.9064], [-3.8343, 2.7548, 2.5474], [-0.6940, 5.2546, -3.7910], [-3.2700, 2.6551, -1.2170], [-1.4716, -3.6265, -1.3847], [4.0835, 0.5025, 3.2817], [5.2406, -0.4576, 2.2707], [-1.4758, -3.6303, 6.4048], [-2.8675, 0.8826, 1.1442], [2.3714, 1.1558, -6.5966], [-4.1774, -4.9453, 6.3175], [3.9460, -4.8104, -1.6734], [1.5127, 3.0106, 1.9092], [-3.1040, -2.8489, 6.2954], [3.5193, 4.4152, 1.4721], [-6.1025, -1.4884, -0.1146], [1.2752, 4.4007, 0.8272], [-0.3757, -1.0803, -6.7958], [5.9496, 4.2876, -0.6247]], "forces_ev_per_a": [[-4.8255, 0.1806, 2.1094], [-0.2407, 0.5596, 1.6802], [-1.2847, 0.7006, -0.6375], [1.3891, 0.4256, -0.5537], [-0.4501, 0.1335, 1.5024], [-0.0566, 1.4861, -0.6490], [0.2477, 0.7416, -0.6280], [0.0241, -2.2999, -0.5169], [-0.3989, 0.6799, -0.5455], [0.0744, -0.3581, 0.8825], [1.6140, 0.6657, -0.8362], [0.6716, -1.9873, 0.4880], [-1.1039, -0.3816, -0.3777], [-0.2292, 1.4281, 0.3788], [0.1924, -1.1385, -0.7684], [0.5645, 0.2795, 0.1644], [-0.2411, 0.2310, 0.1738], [0.9698, 0.2121, -2.4991], [-0.6444, 0.1696, 0.2701], [0.2178, 0.4808, 1.7159], [0.2211, -0.2530, -0.2726], [1.1580, 0.1145, -1.1805], [1.0672, 0.4096, -0.1051], [-0.4026, -4.8521, 1.9781], [3.9756, 1.2224, 3.1948], [1.3445, 0.1693, 0.1740], [0.2600, -1.5913, -2.0959], [0.4034, 1.3645, -1.1555], [1.6310, 1.0270, -0.5785], [0.7006, 1.5608, 1.8955], [-0.5178, 1.2210, 0.6009], [-0.8231, 0.1979, -0.8658], [-0.2088, 0.0484, -0.6953], [-0.4080, -1.2032, -0.1103], [-0.3649, 0.1584, -0.4977], [0.8856, -0.0012, 1.2176], [0.2745, -0.3343, -1.2202], [-1.5817, -1.1404, -1.0109], [0.0026, 1.4070, -0.5802], [0.9212, -0.3161, 0.7159], [0.0688, 3.8487, -3.8327], [0.3208, -0.1955, -0.8497], [-0.2519, -0.4534, 2.0386], [-0.6967, 0.4112, -1.2317], [0.6835, -0.6081, 1.6506], [0.8046, 0.2664, 1.1064], [1.4031, -0.0797, 0.5311], [-1.0018, 0.8042, 0.0080], [1.4894, 0.3007, -0.7212], [-0.2951, -0.1247, -1.4451], [-0.2090, 0.5458, 0.0259], [-1.1045, 0.0676, 0.3595], [-0.8381, -0.7476, 0.1995], [0.0826, -1.3240, -0.3329], [-1.5822, -1.7823, -0.8885], [-1.8293, -1.1399, -2.3469], [-0.9172, -0.1833, 0.4475], [-1.4868, -1.2992, 1.2959], [-0.9547, -0.4876, 0.1190], [-0.2697, -0.3937, 1.2152], [0.0288, -0.5457, 0.1039], [0.1927, -0.4829, -0.1381], [-0.0799, 0.2513, -0.3570], [-0.0179, 0.2987, -0.1373], [-0.3058, 0.5700, 0.1131], [0.2153, 0.1705, 0.3263], [-0.4580, 0.3452, -0.0034], [-0.2030, -0.4570, 0.2856], [-0.6171, 0.0341, 0.1335], [0.0015, -0.1684, -0.2710], [-0.2290, 0.0690, -0.0677], [0.4576, -0.3795, 0.2986], [-0.1874, 0.1108, -0.0992], [0.6675, 0.5677, -0.5942], [0.5170, 0.5889, 0.1467], [-0.0066, 0.0859, -0.0434], [0.0799, 0.0425, 0.3751], [-0.1244, -0.0824, 0.1650], [0.0395, 0.0011, -0.5096], [0.5638, -0.2328, 0.5198], [-0.3496, -0.2937, -0.4245], [0.4254, -0.0007, 0.2339], [-0.0129, 0.1823, -0.3763], [-0.3933, -0.0908, 0.2450], [0.2154, -0.0990, 0.2769], [-0.2087, 0.2593, -0.3182], [0.1772, -0.1063, 0.6017], [-0.3787, -0.1756, -0.0144], [-0.2341, -0.0669, 0.1533], [0.0878, -0.0579, -0.4792], [0.1521, 0.3742, 0.1521], [-0.2570, 0.1293, 0.0434], [0.5029, 0.2572, -0.1966], [-0.3520, -0.0558, -0.1740], [0.2908, -0.4371, 0.0248], [0.0228, 0.3085, 0.2627], [0.5589, -0.2618, 0.5737], [-0.3149, 0.6131, -0.1655], [0.0355, -0.3098, -0.1945], [-0.0019, -0.4385, -0.0285], [0.0935, 0.0381, 0.3270], [0.1542, 0.3952, -0.5432], [-0.2396, 0.4842, 0.0906], [0.3005, -0.2023, 0.6772], [-0.0805, -0.0123, 0.3527], [-0.3444, 0.1602, -0.2443], [0.5388, 0.3062, 0.3509], [0.3301, 0.0585, 0.5293], [0.1981, -0.0841, 0.0792], [0.2272, 0.0547, -0.3316], [-0.1613, -0.1596, -0.0060], [-0.3366, 0.1504, 0.2147], [0.3748, -0.5497, -0.0492]], "mulliken_charge": [1.59, -0.13, -0.10, -0.03, 2.05, -0.26, -0.25, -0.21, -0.75, 0.00, -0.49, -0.64, -0.15, -0.08, -0.45, -0.26, -0.17, -0.14, -0.65, -0.17, -0.51, 0.06, -0.24, -0.55, -0.18, -0.59, -0.44, 0.35, 0.89, 0.10, -0.17, 0.20, 0.39, -1.13, -1.23, -1.05, 0.37, -0.85, 0.22, 0.19, 0.33, -1.00, 0.85, -1.43, -0.23, 0.53, 0.62, -1.49, -0.88, -0.69, -0.15, -1.21, -1.23, 0.75, 0.59, 0.91, 0.34, -1.22, 0.84, 0.19, 0.32, 0.06, -0.01, 0.39, 0.42, 0.07, -0.67, 0.41, 0.20, 0.06, 0.30, 0.44, 0.02, 0.35, 0.36, 0.25, 0.22, 0.46, 0.44, 0.39, -0.28, 0.04, -0.19, 0.47, 0.32, 0.35, -0.76, -0.16, 0.33, 0.27, 0.27, 0.37, 0.33, 0.31, 0.38, 0.34, 0.46, 0.26, -0.67, 0.43, 0.37, 0.29, -0.33, 0.35, 0.31, 0.28, 0.40, 0.28, 0.21, 0.33, 0.40, 0.36, 0.39]}